(1)
Entry from the OMol25 dataset: C33H54F3NO22V2 as an isolated structure at a distorted geometry (ωB97M-V/def2-TZVPD).

Summary:
Energy relative to the best compared isomer or geometry (same formula, charge and spin), eV: 5.9291
DFT total energy, a.u.: -5187.2017
HOMO-LUMO gap, eV: 2.860

Structure (ORCA input):
```
! wB97M-V def2-TZVPD RIJCOSX def2/J DEFGRID3
* xyz 0 1
O -0.69523 1.04021 -0.19936
V -1.15857 -0.44660 -0.58001
O -2.55554 -0.65951 0.09436
O -0.36510 -5.78770 -0.61893
V -1.68457 -4.89197 -0.81964
O -2.53999 -4.75191 0.50815
C 0.65760 -2.54284 0.09030
O 0.58668 -1.24036 0.65179
O -0.65699 -2.74864 -0.52140
C 1.97923 -2.50298 -0.73348
F 3.06722 -2.71046 0.02804
F 1.90875 -3.48629 -1.61333
F 2.32157 -1.32358 -1.45033
C 1.30308 -0.92869 1.80922
C 0.71449 0.37289 2.34437
H -0.31053 0.18792 2.66564
H 1.17436 0.53503 3.31922
H 0.92929 1.32836 1.86580
H 2.30329 -0.65981 1.46956
H 1.14204 -1.63796 2.62107
H 0.79717 -3.30559 0.85635
C -2.97758 2.30097 -2.43023
C -2.84738 1.41692 -3.67904
C -2.70286 2.48260 -4.83470
C -1.31678 2.88240 -5.40318
C -0.41417 1.62188 -5.51632
C -0.32295 0.75792 -4.21479
N -1.75954 0.45455 -3.85257
O -1.83839 -0.64086 -2.88669
C 0.40395 1.65156 -3.09805
C 0.61087 -0.49340 -4.61076
C -4.09126 0.68948 -4.02884
H -2.07606 2.90592 -2.33339
H -3.08886 1.67009 -1.54835
H -3.86510 2.93253 -2.46955
H -3.17994 3.42324 -4.55958
H -3.34884 2.10230 -5.62601
H -0.69666 3.44754 -4.70737
H -1.35815 3.50308 -6.29825
H 0.63274 1.62493 -5.81974
H -0.84658 1.02720 -6.32099
H 1.27278 2.19343 -3.47168
H 0.92278 0.91828 -2.48063
H -0.20005 2.35322 -2.52276
H 1.66794 -0.23166 -4.56389
H 0.49915 -0.79776 -5.65143
H 0.45804 -1.30853 -3.90344
H -4.06067 0.09991 -4.94512
H -4.89641 1.36303 -4.32238
H -4.40826 0.27268 -3.07287
C -3.25825 0.73037 2.93515
C -4.24712 1.84188 2.92102
C -5.16226 1.74755 4.16779
O -4.98056 3.08922 4.76975
C -4.37117 3.89933 3.94234
O -4.25663 5.13341 4.00851
O -3.71731 3.13665 2.98803
H -2.49745 0.65981 3.71253
H -2.83323 0.73779 1.93146
H -3.82638 -0.18962 3.07283
H -4.78657 1.78378 1.97566
H -4.82713 0.89591 4.75981
H -6.17543 1.60834 3.79068
C 4.47850 -3.97913 -6.15392
C 3.00745 -3.62304 -6.42331
C 2.14410 -4.72476 -6.95885
O 1.04817 -4.83877 -6.11095
C 1.36258 -4.13954 -4.95082
O 0.70785 -4.19509 -3.94365
O 2.54974 -3.53777 -5.04120
H 4.57445 -4.99710 -5.77627
H 4.92688 -3.24864 -5.48054
H 5.00525 -4.02312 -7.10718
H 3.03143 -2.67198 -6.95531
H 2.61412 -5.70815 -6.96956
H 1.92463 -4.43364 -7.98608
C 2.59996 3.79898 6.44699
C 1.80406 2.44343 6.53893
C 2.80053 1.27784 6.66192
O 2.82829 0.85340 7.90671
C 1.91126 1.40194 8.62193
O 1.72585 1.18636 9.83328
O 1.26553 2.28063 7.82942
H 3.15092 3.74913 5.50781
H 3.43761 4.05944 7.09399
H 2.04208 4.73214 6.36906
H 1.14003 2.17361 5.71774
H 3.73754 1.53872 6.16992
H 2.16336 0.51636 6.21220
C 1.25783 5.33391 -0.68278
C 2.60751 4.55598 -0.38793
C 2.48805 3.48850 0.78139
O 3.22583 2.43426 0.26690
C 3.58347 2.64781 -1.00796
O 4.18544 1.92315 -1.77637
O 3.05847 3.79789 -1.38768
H 0.36191 4.89568 -1.12253
H 1.43548 5.95359 -1.56172
H 0.97445 5.98899 0.14103
H 3.47200 5.15810 -0.10829
H 1.47239 3.23939 1.08875
H 3.07537 3.98860 1.55149
C 0.28153 -5.53162 3.51498
C -1.07565 -4.92091 4.00929
C -0.93892 -4.53388 5.48773
O -1.33315 -3.16029 5.43332
C -1.56669 -2.75365 4.19288
O -1.91612 -1.63972 3.81285
O -1.35335 -3.75670 3.29149
H 1.18606 -4.96582 3.73814
H 0.20223 -5.62563 2.43195
H 0.68968 -6.44529 3.94710
H -1.88133 -5.63814 3.85257
H 0.06202 -4.69430 5.88832
H -1.68707 -5.16910 5.96194
*
```



(2)
Entry from the OMol25 dataset: C10H13O3 as an isolated structure at a distorted geometry (ωB97M-V/def2-TZVPD).

Summary:
Energy relative to the best compared isomer or geometry (same formula, charge and spin), eV: 0.0000
DFT total energy, a.u.: -614.1416
HOMO-LUMO gap, eV: 8.542

Structure (ORCA input):
```
! wB97M-V def2-TZVPD RIJCOSX def2/J DEFGRID3
* xyz 1 1
C 4.36529 0.00371 -0.05630
C 3.31433 -0.90140 0.01507
C 3.81930 1.24016 -0.03737
C 2.16150 -0.08916 0.09131
C 0.82228 -0.50864 0.06018
C -1.75794 -0.81046 -0.84060
C -0.99284 -1.95689 -0.07434
C -1.58809 0.47087 -0.09315
C -1.95749 0.31640 1.36318
C -2.59261 1.63135 -0.65496
O 2.49640 1.20245 0.05817
O 0.32439 -1.60384 0.28580
O -0.27636 0.95212 -0.31500
H 5.41375 -0.29900 -0.33078
H 3.19495 -1.89587 0.17308
H 4.45824 2.16793 -0.09297
H -1.40315 -0.76423 -1.82735
H -2.85531 -1.03432 -1.04970
H -1.44224 -2.18315 0.97759
H -0.86909 -2.98856 -0.70195
H -1.11238 0.08342 1.98877
H -2.89701 -0.33499 1.57173
H -2.18076 1.41736 1.65799
H -2.52369 1.75307 -1.72813
H -2.28276 2.59231 -0.17135
H -3.63870 1.53935 -0.26893
*
```



(3)
Entry from the OMol25 dataset: one molecule with the formula C4H5F2N at a distorted geometry (ωB97M-V/def2-TZVPD).

Summary:
Energy relative to the best compared isomer or geometry (same formula, charge and spin), eV: 2.3576
DFT total energy, a.u.: -409.7963
HOMO-LUMO gap, eV: 9.857

Structure (ORCA input):
```
! wB97M-V def2-TZVPD RIJCOSX def2/J DEFGRID3
* xyz 0 1
F 3.02192 1.14389 -0.00974
C 1.61991 0.95921 -0.26324
C 1.17023 -0.23788 0.04376
F 1.76580 -1.15818 0.77333
N -0.10486 -0.67695 -0.42148
C -1.20397 -0.90803 0.54826
C -1.22243 0.24007 -0.45290
H 1.12960 1.77325 -0.80583
H -1.06027 -0.65760 1.53799
H -1.94480 -1.68877 0.25885
H -1.99158 -0.06412 -1.10465
H -1.17956 1.27511 -0.10436
*
```



(4)
Entry from the OMol25 dataset: a 7-piece molecular cluster, C25H42IN9O16 overall at a distorted geometry (ωB97M-V/def2-TZVPD).

Summary:
DFT total energy, a.u.: -2971.5189
HOMO-LUMO gap, eV: 8.570

Structure (ORCA input):
```
! wB97M-V def2-TZVPD RIJCOSX def2/J DEFGRID3
* xyz 0 1
C 1.02796 1.95553 -1.45031
C -0.47205 1.73995 -1.19817
O -1.21351 2.49816 -2.13864
C -0.89914 0.24012 -1.22689
O -1.50647 -0.20065 -0.00945
C -0.69638 -0.89635 0.89224
C 0.70771 -0.39511 1.01024
N 1.78811 -0.02120 1.09998
C -0.72501 -2.41761 0.65057
C 0.07889 -2.88478 -0.59885
C -0.82811 -3.16670 -1.82066
N -0.12740 -3.80422 -2.93098
C 0.23157 -2.86979 -4.00868
C -0.99408 -2.37144 -4.76902
C -1.36573 -1.03232 -4.58542
C -2.48479 -0.46595 -5.19544
C -3.25947 -1.29439 -6.02507
C -2.88060 -2.61626 -6.23893
C -1.75277 -3.17193 -5.62536
O -1.37162 -4.48380 -5.82607
C -1.35772 -0.61897 2.28571
C -0.62497 -1.26140 3.40291
N -0.22007 -1.90813 4.26145
C -2.87243 -0.91282 2.30161
C -3.71312 0.34940 2.01199
O -4.51365 0.36899 1.14664
I -3.46001 2.15117 3.18064
H 1.53945 2.06471 -0.49844
H 1.44906 1.18428 -2.09647
H 1.12802 2.91292 -1.96658
H -0.72308 2.12527 -0.19614
H -2.14575 2.30035 -2.03134
H -0.10140 -0.40706 -1.59330
H -1.69586 0.18824 -1.97676
H -1.75705 -2.74213 0.49819
H -0.35176 -2.98178 1.50872
H 0.57477 -3.82791 -0.34991
H 0.88877 -2.19906 -0.87023
H -1.34203 -2.22917 -2.07851
H -1.60325 -3.87233 -1.49023
H -0.77836 -4.46237 -3.33816
H 0.83116 -2.03317 -3.65004
H 0.84770 -3.43106 -4.71968
H -0.76163 -0.40931 -3.94533
H -2.74417 0.56999 -5.02487
H -4.15077 -0.89271 -6.48835
H -3.46959 -3.26179 -6.88054
H -0.64641 -4.45342 -6.45632
H -1.25557 0.46538 2.43270
H -3.17227 -1.61509 1.52690
H -3.20892 -1.25436 3.28377
C -2.45294 -5.87341 2.29323
N -3.20924 -5.12892 1.25024
O -4.29988 -4.69216 1.54511
O -2.67389 -5.00715 0.16749
H -3.04900 -5.90005 3.19771
H -2.27344 -6.87448 1.91271
H -1.51727 -5.34587 2.45690
C -5.10753 2.18098 6.91813
N -4.89906 3.65022 7.02380
O -4.85266 4.13398 8.13214
O -4.79071 4.26584 5.98337
H -5.18662 1.77226 7.91866
H -6.02308 2.02150 6.35624
H -4.25201 1.76724 6.39233
C 4.21617 1.14066 3.37253
N 5.24589 1.87414 4.15737
O 5.03449 3.03777 4.42459
O 6.23824 1.25376 4.47885
H 3.39574 1.81537 3.15746
H 4.68598 0.79751 2.45612
H 3.88308 0.30152 3.97594
C 2.06652 1.70255 -6.55200
N 1.49384 0.54765 -5.81057
O 1.10274 0.74370 -4.67853
O 1.45814 -0.51436 -6.39071
H 2.03183 2.57503 -5.91000
H 3.08958 1.44715 -6.81103
H 1.46370 1.84810 -7.44346
C -0.69815 5.20341 1.70817
N 0.47085 4.49160 1.13219
O 1.17378 3.84828 1.88534
O 0.62933 4.59245 -0.06297
H -0.72615 5.01640 2.77554
H -0.57769 6.26289 1.50358
H -1.58386 4.80735 1.21894
C 8.98348 3.44688 3.59373
N 10.20849 2.74919 3.11824
O 10.88534 2.17192 3.94089
O 10.44562 2.80843 1.93036
H 8.89893 3.30922 4.66480
H 9.08951 4.49789 3.34195
H 8.13575 3.00565 3.07946
*
```



(5)
Entry from the OMol25 dataset: C23H26N2NbO2S4 as an isolated structure at a distorted geometry (ωB97M-V/def2-TZVPD).

Summary:
DFT total energy, a.u.: -2800.8565
HOMO-LUMO gap (spin up / spin down), eV: 5.413 / 5.546

Structure (ORCA input):
```
! wB97M-V def2-TZVPD RIJCOSX def2/J DEFGRID3
* xyz 3 1
Nb 0.08612 -0.42944 -0.53934
S 2.07131 -1.23324 -1.52575
C 3.16147 0.18492 -1.69821
C 4.53309 -0.01492 -1.68426
C 5.41004 1.03346 -1.77563
C 4.91016 2.32683 -1.95062
C 3.55038 2.56102 -1.96310
C 2.67781 1.48684 -1.82081
S 0.94033 1.78194 -1.47441
C 1.07004 2.38124 0.29304
C -0.37098 2.48844 0.73618
C -0.96492 3.52773 1.47989
C -2.28828 3.33435 1.87284
C -2.97435 2.20250 1.54625
C -2.34102 1.18555 0.81934
C -2.94122 -0.10408 0.41515
S -1.82088 -1.56730 0.86747
C -1.33930 -1.63826 2.56932
C -2.18692 -2.16069 3.50619
C -1.77464 -2.26964 4.85227
C -0.51730 -1.87412 5.23996
C 0.37917 -1.37912 4.28449
C 0.00724 -1.30836 2.89079
S 1.23428 -1.01879 1.69559
N -1.07296 1.35794 0.39580
H 4.85931 -1.03507 -1.75595
H 6.49194 0.89147 -1.74083
H 5.57060 3.15719 -2.02284
H 3.15321 3.55475 -2.09354
H 1.53114 3.36576 0.39944
H 1.63725 1.64115 0.93108
H -0.37103 4.38351 1.78301
H -2.79372 4.18160 2.30863
H -3.97899 2.02116 1.90052
H -3.11247 -0.25540 -0.65343
H -3.86588 -0.33050 0.99681
H -3.14858 -2.51710 3.20450
H -2.53910 -2.52649 5.55442
H -0.24493 -1.90698 6.28884
H 1.37226 -1.00626 4.56567
O 0.15393 2.29212 5.64199
H 1.11753 2.25825 5.41714
H -0.08674 3.23953 5.52119
C -0.95694 -3.05265 -4.86467
N -1.10926 -2.56353 -3.49488
C -1.23752 -3.53869 -2.33066
C -1.04895 -1.26984 -3.22439
C -0.88278 -0.20394 -4.22037
O -1.07952 -0.92852 -1.96626
H -0.48783 -4.05206 -4.75474
H -0.28408 -2.37476 -5.40341
H -1.88497 -3.23705 -5.40762
H -1.58999 -4.52061 -2.68694
H -1.95282 -3.17644 -1.57527
H -0.24069 -3.59579 -1.85977
H -1.43603 0.69477 -3.91247
H -1.21467 -0.48602 -5.21089
H 0.22167 0.04161 -4.36672
*
```



(6)
Entry from the OMol25 dataset: one molecule with the formula C4H5NO at a distorted geometry (ωB97M-V/def2-TZVPD).

Summary:
Energy relative to the best compared isomer or geometry (same formula, charge and spin), eV: 4.0678
DFT total energy, a.u.: -285.2651
HOMO-LUMO gap (spin up / spin down), eV: 8.053 / 9.463

Structure (ORCA input):
```
! wB97M-V def2-TZVPD RIJCOSX def2/J DEFGRID3
* xyz 0 1
C 0.85310 -0.55950 0.90608
C 0.43215 0.58551 0.08200
C -0.42237 0.42553 -1.09719
O 0.42719 -0.37634 -1.75521
C -1.68330 -0.07217 -0.44404
N -2.61304 -0.43373 0.14596
H 0.69298 -0.34257 1.97086
H 0.34611 -1.47561 0.60289
H 1.93309 -0.69334 0.77232
H 0.70614 1.58547 0.44294
H -0.67204 1.35675 -1.62661
*
```



Q: DFT total energy of number 5 (C23H26N2NbO2S4)?
A: -2800.8565 a.u.



Q: Which of these has the lowest DFT total energy?
A: C33H54F3NO22V2



Q: Which formula does entry 6 have?
A: C4H5NO